No. 1
# BH3O

A cluster of 2 separate species, BH3O in total in a non-equilibrium geometry (ωB97M-V with the def2-TZVPD basis set, OMol25).

Structure (XYZ):
```
5
Properties=species:S:1:pos:R:3
B -0.419 0.461 -0.722
O -1.319 0.594 0.127
H 0.140 1.175 -1.552
H 1.344 -1.062 1.112
H -1.605 -0.095 0.784
```

Values from the calculation:
M (g/mol): 29.83
Gap between HOMO and LUMO (alpha / beta) (eV): 10.23 / 6.33
Energy relative to the best compared isomer or geometry (same formula, charge and spin) (kcal per mole): 106.4
LUMO (alpha / beta) (Ha): 0.014 / -0.020
Charge: 0

These are the Löwdin partial charges, in e, on atoms 1 to 4:
1. B -0.242
2. O 0.085
3. H 0.019
4. H -0.005

No. 2
# C26H34F4N2O15

A cluster of 5 separate species, C26H34F4N2O15 in total (ωB97M-V with the def2-TZVPD basis set, OMol25).

Structure (XYZ):
```
81
Properties=species:S:1:pos:R:3
C -0.459 -4.374 -0.729
C -0.017 -4.109 -2.166
C -0.114 -2.645 -2.569
F -0.007 -2.552 -3.971
C -1.384 -1.939 -2.172
C -1.414 -0.748 -1.578
C -0.196 0.041 -1.175
C 0.497 -0.521 0.071
O 1.791 0.010 0.248
C -0.322 -0.254 1.347
F 0.451 -0.200 2.437
F -1.221 -1.245 1.522
F -1.024 0.896 1.305
C -2.739 -0.067 -1.303
O -2.746 1.136 -1.156
C -3.963 -0.876 -1.257
C -5.250 -0.399 -0.633
C -5.281 0.939 0.121
N -6.364 1.029 1.104
C -3.925 -2.071 -1.869
N -5.011 -2.918 -1.956
C -2.675 -2.585 -2.517
O -2.749 -3.530 -3.270
H -0.272 -5.419 -0.474
H -1.529 -4.193 -0.586
H 0.094 -3.766 -0.008
H -0.628 -4.685 -2.865
H 1.021 -4.427 -2.298
H 0.751 -2.097 -2.185
H 0.534 0.064 -1.990
H -0.503 1.070 -0.989
H 0.556 -1.614 0.017
H 2.001 0.591 -0.495
H -6.017 -0.365 -1.422
H -5.577 -1.191 0.055
H -5.415 1.756 -0.590
H -4.342 1.114 0.645
H -7.231 0.677 0.707
H -6.159 0.421 1.891
H -5.867 -2.470 -2.263
H -4.797 -3.693 -2.577
O 3.629 3.262 -1.515
C 2.877 3.441 -0.613
O 1.568 3.076 -0.628
C 1.050 3.204 0.704
C 1.992 4.211 1.330
O 3.195 4.004 0.569
H 0.012 3.524 0.672
H 1.116 2.229 1.186
H 1.657 5.239 1.185
H 2.170 4.029 2.383
O 1.426 4.039 4.528
C 0.634 4.920 4.649
O -0.063 5.466 3.623
C -1.066 6.335 4.167
C -0.490 6.668 5.533
O 0.309 5.511 5.811
H -1.190 7.194 3.515
H -2.003 5.781 4.235
H 0.162 7.542 5.509
H -1.236 6.785 6.313
O 4.142 -6.451 -3.664
C 3.625 -5.712 -4.436
O 2.903 -4.618 -4.091
C 2.622 -3.860 -5.273
C 2.742 -4.913 -6.360
O 3.667 -5.840 -5.782
H 1.637 -3.413 -5.194
H 3.378 -3.078 -5.372
H 1.799 -5.431 -6.540
H 3.141 -4.539 -7.298
O 6.063 -0.194 5.382
C 5.242 0.185 4.611
O 5.159 -0.202 3.317
C 3.924 0.277 2.774
C 3.608 1.449 3.688
O 4.257 1.066 4.904
H 4.063 0.556 1.734
H 3.178 -0.515 2.839
H 4.054 2.381 3.333
H 2.548 1.601 3.870
```

Values from the calculation:
M (g/mol): 690.55
Gap between HOMO and LUMO (eV): 7.90
Energy relative to the best compared isomer or geometry (same formula, charge and spin) (kcal per mole): 0.0
LUMO (Ha): -0.056
Charge: 0

These are the Löwdin partial charges, in e, on atoms 1 to 4:
1. C -0.066
2. C -0.174
3. C -0.259
4. F -0.011

No. 3
# C40H56Cl2F6IN3O20P3

A cluster of 6 separate species, C40H56Cl2F6IN3O20P3 in total in a non-equilibrium geometry (ωB97M-V with the def2-TZVPD basis set, OMol25).

Structure (XYZ):
```
131
Properties=species:S:1:pos:R:3
C -5.579 -2.175 -4.658
O -5.668 -0.801 -5.128
C -4.429 -0.104 -4.769
C -4.513 0.485 -3.251
C -2.959 0.670 -2.790
C -2.318 -0.730 -2.358
C -1.995 -0.936 -0.796
C -0.438 -0.650 -0.345
C 0.052 0.368 -1.410
C 1.600 1.046 -1.152
C 1.838 2.506 -1.941
O 1.632 2.345 -0.371
C 0.442 -2.036 -0.436
P 0.090 -3.184 -1.921
P 1.145 -2.461 -3.737
O 2.270 -1.478 -3.414
O 0.083 -1.968 -4.969
O 1.920 -3.882 -4.340
N 1.831 -1.902 0.003
C 2.885 -2.746 -0.518
C 4.328 -2.011 -0.778
F 4.811 -2.209 -2.117
C 1.783 -1.707 1.475
C 3.178 -1.842 2.234
Cl 3.580 -3.473 3.029
C 4.201 -0.890 2.358
C 4.087 0.540 1.714
Cl 5.774 -1.269 3.242
C 0.949 -0.381 1.789
C 1.025 -0.205 3.379
C 0.857 -1.354 4.448
C 1.037 -0.876 5.895
C 1.368 0.560 6.325
N 1.564 1.561 5.344
C 1.396 1.170 4.007
N -0.415 -0.244 1.144
I -1.833 -1.337 2.287
P -0.883 1.430 1.522
C -1.843 1.602 3.180
C -1.983 2.395 0.396
H -5.330 -2.192 -3.532
H -6.600 -2.677 -4.764
H -4.771 -2.748 -5.244
H -4.281 0.717 -5.555
H -3.592 -0.881 -4.871
H -4.970 1.534 -3.339
H -5.103 -0.204 -2.563
H -2.417 0.991 -3.763
H -2.832 1.533 -2.066
H -3.170 -1.494 -2.572
H -1.490 -1.102 -3.070
H -2.740 -0.246 -0.283
H -2.196 -2.057 -0.600
H -0.554 1.280 -1.683
H 0.312 -0.128 -2.422
H 2.537 0.303 -1.099
H 2.907 2.769 -2.214
H 0.890 2.835 -2.469
H -0.090 -2.715 0.356
H -1.331 -3.195 -2.237
H -0.662 -2.609 -5.004
H 1.427 -4.637 -3.935
H 3.148 -3.616 0.204
H 2.753 -3.274 -1.525
H 5.136 -2.450 -0.079
H 4.299 -0.895 -0.566
H 1.171 -2.536 2.025
H 3.703 1.259 2.535
H 5.162 0.918 1.480
H 3.464 0.636 0.770
H 1.486 0.589 1.450
H 0.624 -2.411 4.105
H 0.893 -1.654 6.723
H 1.455 0.822 7.428
H 1.556 2.001 3.222
H -2.968 1.400 3.056
H -1.775 2.737 3.402
H -1.360 1.083 4.059
H -2.985 1.913 0.073
H -1.495 2.886 -0.529
H -2.339 3.317 1.007
C 1.943 -3.805 10.226
C 0.612 -3.898 10.902
O 0.065 -2.608 10.715
C 0.603 -2.150 9.553
O 0.176 -1.216 8.936
O 1.683 -2.888 9.171
F 0.756 -4.117 12.229
H 2.720 -3.396 10.879
H 2.282 -4.766 9.837
H -0.059 -4.648 10.474
C -4.719 3.392 -5.945
C -5.468 4.633 -6.312
O -5.970 5.080 -5.067
C -5.077 4.644 -4.137
O -5.021 5.051 -3.013
O -4.247 3.688 -4.644
F -6.512 4.351 -7.123
H -5.362 2.509 -5.903
H -3.890 3.192 -6.626
H -4.850 5.415 -6.763
C 1.508 -6.782 1.299
C 0.273 -7.395 0.720
O 0.043 -6.621 -0.441
C 1.272 -6.194 -0.842
O 1.507 -5.743 -1.925
O 2.204 -6.349 0.138
F -0.783 -7.246 1.555
H 1.291 -5.919 1.936
H 2.101 -7.498 1.869
H 0.380 -8.448 0.443
C 7.399 0.382 -1.769
C 8.528 1.329 -1.514
O 7.881 2.460 -0.963
C 6.776 1.977 -0.333
O 6.133 2.593 0.467
O 6.493 0.700 -0.720
F 9.126 1.695 -2.670
H 6.913 0.555 -2.733
H 7.710 -0.663 -1.716
H 9.278 0.956 -0.810
C -4.053 7.809 -2.187
C -4.801 9.055 -2.539
O -5.302 9.493 -1.292
C -4.406 9.051 -0.364
O -4.350 9.453 0.760
O -3.577 8.099 -0.879
F -5.849 8.780 -3.352
H -4.695 6.928 -2.152
H -3.225 7.613 -2.871
H -4.184 9.841 -2.984
```

Values from the calculation:
M (g/mol): 1303.61
Gap between HOMO and LUMO (eV): 6.44
LUMO (Ha): -0.168
Charge: +1

These are the Löwdin partial charges, in e, on atoms 1 to 4:
1. C -0.119
2. O -0.230
3. C -0.202
4. C -0.130

No. 4
# C4H8O2

A structure of composition C4H8O2 in a non-equilibrium geometry (ωB97M-V with the def2-TZVPD basis set, OMol25).

Structure (XYZ):
```
14
Properties=species:S:1:pos:R:3
C -1.946 -0.636 0.660
O -1.406 0.489 -0.024
C -0.007 0.546 -0.368
C 1.686 0.791 0.457
C 0.458 -0.559 -1.239
O 1.650 -0.734 -1.338
H -3.009 -0.443 0.876
H -1.900 -1.568 0.073
H -1.416 -0.769 1.604
H 0.045 1.522 -0.825
H 1.549 1.743 0.940
H 1.909 -0.036 1.135
H 2.615 0.888 -0.173
H -0.227 -1.233 -1.778
```

Values from the calculation:
M (g/mol): 88.11
Gap between HOMO and LUMO (eV): 10.21
Energy relative to the best compared isomer or geometry (same formula, charge and spin) (kcal per mole): 93.3
LUMO (Ha): 0.022
Charge: 0

These are the Löwdin partial charges, in e, on atoms 1 to 4:
1. C -0.097
2. O -0.166
3. C -0.192
4. C 0.011